[1]
Formula: C22H25N5O2
Source: the OMol25 dataset
Level of theory: wB97M-V/def2-TZVPD

Geometry as XYZ:
```
54
Properties=species:S:1:pos:R:3:nbo_charge:R:1
C 3.48426 6.07800 3.04570 -0.2542
O 2.86933 5.13799 3.89480 -0.4854
C 2.60147 3.89867 3.41685 0.3316
C 1.97673 3.02187 4.30962 -0.2586
C 1.66145 1.74211 3.92082 -0.1301
C 1.97467 1.28781 2.63848 -0.2166
C 1.59616 -0.10276 2.28375 0.6798
O 0.67343 -0.68803 2.81598 -0.6089
N 2.37048 -0.66269 1.30156 -0.6203
C 2.27838 -1.95886 0.79288 0.2999
C 3.32129 -2.83227 0.53683 -0.3626
C 2.70303 -3.94985 -0.02717 -0.0481
N 1.39987 -3.77213 -0.11770 -0.2731
N 1.14100 -2.56534 0.38021 -0.1507
C -0.20257 -2.02694 0.34343 -0.0731
C -0.31134 -0.94275 -0.73422 -0.4192
C -1.75907 -0.43542 -0.80234 -0.2255
N -2.73569 -1.48115 -1.02716 -0.4441
C -2.77174 -1.96790 -2.39458 -0.2389
C -3.28474 -0.90460 -3.32556 -0.0765
C -2.71758 -0.68380 -4.57351 -0.1677
C -3.24700 0.29977 -5.39390 -0.2567
C -4.32665 1.03229 -4.92737 0.0240
N -4.87310 0.83706 -3.73840 -0.4126
C -4.36690 -0.10416 -2.96505 0.0417
C -2.61455 -2.51870 -0.02343 -0.2122
C -1.21217 -3.13445 0.05955 -0.4157
C 2.58388 2.16551 1.74899 -0.1197
C 2.89344 3.45937 2.12800 -0.3231
H 3.59458 6.98302 3.64059 0.2047
H 2.86381 6.29465 2.17044 0.1787
H 4.47205 5.73833 2.71847 0.1777
H 1.74745 3.37934 5.30063 0.2292
H 1.16932 1.06336 4.60030 0.2377
H 3.25082 -0.20987 1.10232 0.4110
H 4.36169 -2.67870 0.73854 0.2220
H 3.14935 -4.86397 -0.36426 0.2074
H -0.41821 -1.58582 1.32364 0.2493
H -0.00981 -1.36078 -1.69772 0.2018
H 0.35218 -0.10711 -0.50424 0.2115
H -1.85882 0.31022 -1.59460 0.2112
H -2.00788 0.04406 0.14976 0.1986
H -3.46752 -2.81392 -2.42092 0.2145
H -1.79734 -2.33091 -2.76119 0.1734
H -1.87270 -1.27520 -4.90101 0.2112
H -2.82848 0.49346 -6.36977 0.2172
H -4.77699 1.81258 -5.52692 0.1904
H -4.83382 -0.23247 -1.99819 0.2051
H -3.35444 -3.29434 -0.23241 0.2018
H -2.86217 -2.06334 0.94091 0.1939
H -0.95492 -3.63090 -0.87632 0.2178
H -1.17631 -3.88030 0.85279 0.2258
H 2.79650 1.86279 0.73302 0.2049
H 3.35591 4.11717 1.40905 0.2198
```

Calculated values
LUMO = 0.0193 Eh
Structure (SMILES) = COc1ccc(C(=O)Nc2ccnn2C2CCN(Cc3cccnc3)CC2)cc1
Highest occupied orbital energy = -8.38 eV
Energy above the lowest of the compared OMol25 structures with the same formula, charge and spin = 53.5 kJ/mol
Multiplicity = 1



[2]
Formula: C22H25N5O3S
Source: the OMol25 dataset
Level of theory: wB97M-V/def2-TZVPD

Geometry as XYZ:
```
56
Properties=species:S:1:pos:R:3:nbo_charge:R:1
C 3.48660 -3.83266 4.66623 -0.6396
C 2.76980 -2.99302 3.67390 0.1857
C 1.46144 -2.46478 3.78912 -0.3609
C 1.25857 -1.76980 2.62414 0.3560
N 0.20192 -1.04625 2.12706 -0.6450
C -0.89989 -0.63890 2.81669 0.6587
O -1.13530 -0.95495 3.96330 -0.5929
C -1.78705 0.23398 1.97785 -0.0783
C -1.21966 1.10340 1.04839 -0.1684
C -2.02443 1.90446 0.26737 -0.3629
S -1.24050 2.96656 -0.93901 2.3117
O -0.00526 3.45658 -0.40385 -0.9371
O -2.19784 3.92166 -1.42603 -0.9451
N -0.83619 1.87716 -2.17913 -0.6634
C -0.02681 2.57126 -3.17242 -0.2510
C 0.41892 1.60932 -4.26857 -0.4026
C -0.80041 0.96510 -4.92116 -0.3985
C -1.64287 0.28755 -3.84500 -0.4034
C -2.02859 1.30113 -2.77157 -0.2427
C -3.39909 1.88804 0.40594 -0.1524
C -3.96498 1.04246 1.34283 -0.2229
C -3.18184 0.20637 2.13475 0.0538
C -3.83399 -0.70007 3.12564 -0.6424
N 2.40820 -1.89736 1.87548 -0.2105
C 2.70374 -1.32487 0.65247 0.3924
C 3.96863 -1.49835 0.08331 -0.2610
C 4.22347 -0.88211 -1.12422 -0.1465
C 3.22992 -0.11669 -1.72781 -0.2740
C 2.00757 -0.01187 -1.09077 0.0557
N 1.74903 -0.60603 0.06426 -0.5076
N 3.32006 -2.64762 2.53137 -0.2973
H 4.47710 -4.07538 4.29302 0.2309
H 3.57677 -3.29998 5.61143 0.2248
H 2.93389 -4.75287 4.84881 0.2237
H 0.77488 -2.56973 4.60147 0.2517
H 0.38994 -0.71022 1.17452 0.4560
H -0.15283 1.20988 0.93040 0.2459
H 0.82611 2.99534 -2.64008 0.2344
H -0.60504 3.39666 -3.61385 0.1910
H 1.04932 0.83088 -3.83650 0.1982
H 1.00485 2.15921 -5.00629 0.2189
H -0.48805 0.23663 -5.67128 0.2130
H -1.39608 1.73263 -5.42004 0.1991
H -1.06724 -0.51606 -3.38210 0.2041
H -2.54882 -0.13968 -4.27695 0.2172
H -2.59072 0.81522 -1.97062 0.2166
H -2.65566 2.09388 -3.20628 0.1921
H -3.99668 2.54297 -0.20841 0.2442
H -5.03792 1.02734 1.46555 0.2194
H -3.51381 -1.72919 2.97501 0.2315
H -4.91654 -0.64585 3.04721 0.2097
H -3.53154 -0.42291 4.13352 0.2535
H 4.69898 -2.09542 0.60241 0.2540
H 5.19013 -0.98912 -1.59376 0.2216
H 3.40748 0.38624 -2.66476 0.2210
H 1.18828 0.56987 -1.49294 0.2195
```

Calculated values
LUMO = 0.0083 Eh
Structure (SMILES) = Cc1cc(NC(=O)c2cc(S(=O)(=O)N3CCCCC3)ccc2C)n(-c2ccccn2)n1
Highest occupied orbital energy = -8.53 eV
Energy above the lowest of the compared OMol25 structures with the same formula, charge and spin = 71.8 kJ/mol
Multiplicity = 1



[3]
Formula: C22H25NO5
Source: the OMol25 dataset
Level of theory: wB97M-V/def2-TZVPD

Geometry as XYZ:
```
53
Properties=species:S:1:pos:R:3:nbo_charge:R:1
C -2.25398 -3.31258 -0.12694 -0.6352
C -1.00738 -2.50555 -0.45504 -0.0710
O -1.28658 -1.10671 -0.51643 -0.5133
C -1.79282 -0.62158 -1.64568 0.8079
O -2.04043 -1.27835 -2.62291 -0.6033
C -2.04713 0.87676 -1.55093 -0.1509
C -3.57579 1.10591 -1.43424 -0.4329
C -4.14201 0.38761 -0.24421 0.0635
C -4.78647 -0.83300 -0.39813 -0.2528
C -5.27382 -1.51649 0.70217 -0.1973
C -5.11764 -0.98880 1.97245 -0.2261
C -4.47946 0.22914 2.13547 -0.2039
C -3.99799 0.91365 1.03410 -0.2436
N -1.33143 1.47907 -0.45559 -0.6373
C -0.73129 2.68011 -0.57792 0.6825
O -0.80768 3.36569 -1.57813 -0.6394
C 0.06336 3.10437 0.64960 -0.4884
C 1.50890 2.61424 0.52414 -0.5044
C 1.64955 1.13086 0.80836 0.5762
O 0.72721 0.47511 1.25280 -0.5775
C 2.96454 0.51928 0.53345 -0.1446
C 4.10324 1.24617 0.19164 -0.1535
C 5.30666 0.61269 -0.04979 -0.3253
C 5.40088 -0.77557 0.03808 0.3450
O 6.52566 -1.49278 -0.18158 -0.4833
C 7.71083 -0.81688 -0.53393 -0.2545
C 4.26161 -1.51286 0.38071 -0.2673
C 3.07216 -0.87364 0.62617 -0.1425
H -2.97387 -3.22907 -0.93668 0.2222
H -1.98664 -4.35755 0.00225 0.2148
H -2.71008 -2.94197 0.78796 0.2185
H -0.25814 -2.60073 0.33322 0.1912
H -0.58769 -2.82513 -1.41472 0.1975
H -1.70599 1.35380 -2.47877 0.2589
H -4.04156 0.74584 -2.35224 0.2269
H -3.73957 2.18163 -1.35102 0.2294
H -4.90654 -1.24893 -1.38855 0.2175
H -5.77556 -2.46399 0.56781 0.2120
H -5.49589 -1.52285 2.83193 0.2124
H -4.35919 0.64779 3.12416 0.2124
H -3.50937 1.86854 1.16332 0.2145
H -1.12804 0.89771 0.34695 0.4482
H 0.05543 4.19381 0.69364 0.2357
H -0.38555 2.69784 1.55616 0.2260
H 1.88139 2.82989 -0.47915 0.2390
H 2.14006 3.14688 1.24114 0.2362
H 4.06865 2.32191 0.11977 0.2154
H 6.16789 1.20934 -0.30628 0.2223
H 8.46422 -1.59236 -0.66099 0.2047
H 7.59520 -0.26773 -1.47333 0.1799
H 8.02970 -0.12899 0.25524 0.1790
H 4.34801 -2.58584 0.44606 0.2276
H 2.19044 -1.43569 0.89447 0.2311
```

Calculated values
LUMO = 0.0091 Eh
Structure (SMILES) = CCOC(=O)[C@@H](Cc1ccccc1)NC(=O)CCC(=O)c1ccc(OC)cc1
Highest occupied orbital energy = -8.99 eV
Energy above the lowest of the compared OMol25 structures with the same formula, charge and spin = 111.5 kJ/mol
Multiplicity = 1



[4]
Formula: C22H26AsBN2O3S6Tc
Source: the OMol25 dataset
Level of theory: wB97M-V/def2-TZVPD

Geometry as XYZ:
```
62
Properties=species:S:1:pos:R:3:nbo_charge:R:1
Tc -0.45978 0.99556 1.34423 0.4048
C -2.92656 -2.82035 1.08133 -0.6937
C -1.75736 -1.87205 1.05997 0.3804
N -1.92138 -0.58553 1.04392 -0.3291
N -3.27911 -0.21460 0.97759 -0.3236
C -3.48601 1.02470 0.76791 -0.0588
S -2.21872 2.22780 0.61287 0.1086
S -5.16490 1.56234 0.68316 0.2994
C -5.12558 2.24539 -1.02133 -0.5477
C -5.00064 1.17720 -2.06542 0.0367
C -3.74027 0.77738 -2.49940 -0.2542
C -3.60666 -0.23970 -3.43406 -0.1955
C -4.73521 -0.86676 -3.94303 -0.2105
C -5.99610 -0.47021 -3.51616 -0.1953
C -6.12688 0.54541 -2.58136 -0.2272
C -0.40711 -2.49624 1.02445 -0.1961
C -0.33500 -3.89543 1.13372 -0.1318
C 0.84835 -4.59591 1.02679 -0.2118
C 2.02843 -3.91291 0.78225 -0.1420
C 2.00581 -2.53589 0.66926 -0.2763
C 0.81080 -1.85228 0.80622 0.4016
O 0.86322 -0.45961 0.69371 -0.6971
H -3.86661 -2.29135 1.09185 0.2808
H -2.86343 -3.45507 1.96582 0.2400
H -2.89318 -3.46535 0.20223 0.2471
H -4.30347 2.95756 -1.07994 0.2334
H -6.05951 2.80032 -1.09758 0.2486
H -2.85777 1.27895 -2.11496 0.2087
H -2.62223 -0.53472 -3.77469 0.2135
H -4.63443 -1.65390 -4.67850 0.2202
H -6.87932 -0.95074 -3.91576 0.2223
H -7.11235 0.84966 -2.24813 0.2163
H -1.23891 -4.45697 1.29988 0.2316
H 0.84488 -5.67233 1.12242 0.2374
H 2.96512 -4.44367 0.68049 0.2356
H 2.92471 -1.99542 0.48736 0.2346
S -1.31680 2.10400 4.61416 -0.1729
As 0.83818 2.74442 4.16501 0.7282
S -0.77993 0.38007 3.56347 0.2855
S 0.59075 2.96755 1.97235 -0.3951
S 1.18367 0.46748 4.25280 -0.1993
C 4.50565 1.02447 -1.87664 -0.6352
C 3.63816 1.43430 -0.70455 0.2685
C 3.27183 2.90291 -0.80594 -0.6449
O 2.37556 0.68475 -0.80688 -0.7105
B 2.12269 0.20061 0.41775 1.2881
O 3.05507 0.36407 1.36954 -0.7223
C 4.20713 1.00071 0.71163 0.2510
C 4.64640 2.15271 1.59043 -0.6352
C 5.29078 -0.06054 0.64671 -0.6356
H 4.05316 1.37820 -2.80202 0.2329
H 4.61615 -0.05577 -1.94371 0.2216
H 5.49644 1.47268 -1.79223 0.2259
H 2.77699 3.07530 -1.76110 0.2323
H 4.16306 3.52882 -0.76495 0.2276
H 2.59438 3.20686 -0.00904 0.2247
H 3.82996 2.84841 1.77472 0.2253
H 5.47066 2.69633 1.12696 0.2283
H 4.99661 1.76191 2.54595 0.2276
H 4.99829 -0.90806 0.02617 0.2087
H 5.48405 -0.42610 1.65487 0.2321
H 6.21826 0.34863 0.24742 0.2318
```

Calculated values
LUMO (spin up / spin down) = -0.1645 / -0.1645 Eh
Highest occupied orbital energy (spin up / spin down) = -10.99 / -10.99 eV
Net charge = +1
Energy above the lowest of the compared OMol25 structures with the same formula, charge and spin = 0.0 kJ/mol
Multiplicity = 1



[5]
Formula: C22H26AuClMnNP
Source: the OMol25 dataset
Level of theory: wB97M-V/def2-TZVPD

Geometry as XYZ:
```
53
Properties=species:S:1:pos:R:3:nbo_charge:R:1
Au 0.12066 0.20026 -4.93848 0.6586
Cl 1.10176 -2.37269 -2.97012 -0.7092
C 1.77334 1.37042 -4.57540 -1.0152
C -1.24474 -1.10695 -5.75064 -0.7201
H 1.95325 1.82933 -5.56336 0.1848
H 1.62227 2.10711 -3.78581 0.2090
H 2.55661 0.64116 -4.32648 0.2143
H -1.23914 -0.83421 -6.82019 0.1755
H -2.22742 -0.99030 -5.28861 0.1997
H -0.81556 -2.10271 -5.57662 0.2172
Mn -0.13962 -0.46638 -2.18827 1.0824
C -1.93665 -1.12701 -2.10818 -1.0754
C -0.59917 1.20708 -2.78159 -0.8556
H -2.61164 -0.41916 -2.61022 0.1785
H -1.89587 -2.09464 -2.63864 0.1981
H -2.17746 -1.26516 -1.04092 0.2000
H -1.67560 1.44899 -2.84619 0.1509
H 0.08353 2.03617 -2.52849 0.1570
N 0.51006 -0.10760 -0.65232 -1.4103
P 0.26973 0.05330 0.94465 1.7272
C -0.57630 1.58856 1.31373 -0.3044
C -0.01759 2.51989 2.20700 -0.2205
C -0.65526 3.73984 2.43546 -0.2339
C -1.83029 4.05455 1.74459 -0.2347
C -2.37826 3.13957 0.84088 -0.2356
C -1.76514 1.90359 0.63589 -0.1915
C -0.63778 -1.39403 1.48993 -0.3874
C -0.37377 -2.62846 0.87854 -0.1763
C -0.97904 -3.78668 1.37587 -0.2166
C -1.83178 -3.71048 2.47821 -0.2791
C -2.11884 -2.47518 3.06769 -0.1753
C -1.53774 -1.30527 2.56401 -0.2531
C 1.83984 0.00455 1.79134 -0.5005
C 1.85762 -0.06295 3.19670 -0.3137
C 3.07806 -0.15289 3.86854 -0.2293
C 4.27148 -0.18019 3.13607 -0.3899
C 4.24904 -0.11862 1.74121 -0.2589
C 3.02927 -0.03370 1.05604 -0.2177
H 0.91686 2.28518 2.72430 0.2423
H -0.22947 4.44374 3.15008 0.1935
H -2.31729 5.01665 1.91255 0.1900
H -3.28984 3.38253 0.29394 0.1987
H -2.19033 1.18642 -0.07480 0.2383
H 0.27774 -2.67343 0.00015 0.2610
H -0.76817 -4.74286 0.89475 0.2000
H -2.27937 -4.61978 2.88148 0.1861
H -2.78911 -2.41225 3.92406 0.1804
H -1.77399 -0.33034 2.99755 0.2075
H 0.91806 -0.04624 3.75903 0.1877
H 3.08839 -0.20127 4.95669 0.1773
H 5.22221 -0.25375 3.66530 0.1696
H 5.18111 -0.14073 1.17453 0.1807
H 2.98133 -0.00302 -0.03544 0.2377
```

Calculated values
LUMO (spin up / spin down) = 0.1801 / 0.0987 Eh
Highest occupied orbital energy (spin up / spin down) = 2.26 / -1.81 eV
Net charge = -2
Energy above the lowest of the compared OMol25 structures with the same formula, charge and spin = 75.8 kJ/mol
Multiplicity = 8